Entry 1:
ORCA calculation (the ωB97M-V functional and the def2-TZVPD basis) on C20H39INOP2Yb as an isolated structure.

Values from the calculation:
spin multiplicity	2
charge	+2
energy relative to the best compared isomer or geometry (same formula, charge and spin)	0.0	kJ/mol
<S²>	0.76
E_LUMO (alpha / beta)	-0.2409 / -0.2773	hartree
electronic energy	-3054.028714	Eh

CARTESIAN COORDINATES (ANGSTROEM)
C  -3.275  3.689  -0.150
I  -1.261  3.690  -1.267
H  -3.380  3.015  0.693
H  -4.017  3.509  -0.941
H  -3.307  4.746  0.149
Yb  -0.633  1.208  0.022
P  -3.010  -0.334  -0.656
C  -2.946  -0.274  -2.502
C  -3.138  -2.165  -0.430
H  -4.017  -2.601  -0.926
H  -5.500  -0.481  -0.812
H  -3.205  -2.363  0.649
H  -4.902  0.107  0.774
H  -2.031  -0.795  -2.856
H  -2.219  -2.651  -0.788
C  -4.747  0.159  -0.314
H  -3.836  -0.753  -2.965
H  -4.904  1.211  -0.617
H  -2.881  0.783  -2.840
P  0.448  3.079  2.315
C  1.413  4.452  1.572
C  -0.599  4.059  3.481
H  1.146  1.868  4.303
H  2.328  3.152  3.965
H  2.298  1.668  2.993
C  1.667  2.407  3.502
H  -1.183  3.355  4.087
H  -0.016  4.710  4.152
H  1.989  5.017  2.316
H  0.741  5.136  1.033
H  -1.307  4.672  2.908
H  2.109  4.055  0.821
C  0.498  1.584  -2.674
O  0.703  2.087  -3.694
C  0.517  -4.614  1.933
C  0.490  -3.727  0.727
C  0.323  -4.280  -0.545
C  0.281  -3.481  -1.697
C  0.147  -4.107  -3.064
C  0.424  -2.094  -1.566
C  0.741  -1.504  -0.308
C  0.694  -2.356  0.838
N  1.243  -0.189  -0.226
C  2.713  0.026  -0.422
C  3.562  -0.764  0.573
C  3.177  -0.440  -1.813
C  2.961  1.524  -0.261
H  -0.384  -5.232  2.007
H  1.367  -5.305  1.898
H  0.601  -4.023  2.841
H  0.226  -5.367  -0.662
H  1.001  -4.775  -3.269
H  -0.765  -4.726  -3.140
H  0.114  -3.342  -3.853
H  0.329  -1.433  -2.437
H  0.802  -1.889  1.820
H  3.461  -1.849  0.436
H  4.632  -0.535  0.436
H  3.308  -0.522  1.613
H  2.586  0.019  -2.620
H  4.239  -0.172  -1.973
H  3.107  -1.536  -1.912
H  2.333  2.089  -0.957
H  2.736  1.829  0.765
H  4.006  1.776  -0.464

=====

Entry 2:
ORCA calculation (the ωB97M-V functional and the def2-TZVPD basis) on a 3-piece molecular cluster, C25H49N4O6 overall.

Values from the calculation:
charge	-1
E_LUMO	0.0720	hartree
electronic energy	-1652.290831	Eh

CARTESIAN COORDINATES (ANGSTROEM)
C  3.610  -2.847  -4.850
N  2.204  -2.612  -4.436
C  2.093  -3.136  -3.058
C  1.237  -3.198  -5.384
C  1.254  -4.775  -5.480
C  -0.156  -5.466  -5.695
C  -0.984  -5.637  -4.341
N  -0.704  -6.937  -3.656
C  1.696  -2.601  -6.820
O  1.720  -3.290  -7.862
O  1.987  -1.326  -6.910
C  -0.221  -2.579  -5.245
C  -0.812  -2.112  -3.994
C  -2.158  -1.502  -3.924
C  -3.012  -1.364  -5.107
C  -2.426  -1.831  -6.375
C  -1.069  -2.400  -6.448
H  3.789  -3.842  -5.340
H  3.995  -2.019  -5.514
H  4.279  -2.812  -3.938
H  2.838  -3.956  -2.804
H  2.196  -2.321  -2.294
H  1.085  -3.643  -2.965
H  1.679  -5.287  -4.560
H  1.903  -5.166  -6.317
H  -0.761  -5.042  -6.530
H  0.082  -6.532  -6.002
H  -0.775  -4.777  -3.655
H  -2.066  -5.603  -4.630
H  -1.605  -7.260  -3.279
H  -0.180  -6.692  -2.805
H  -0.268  -2.156  -3.028
H  -2.577  -1.118  -2.956
H  -4.037  -0.932  -5.058
H  -3.037  -1.745  -7.306
H  -0.750  -2.713  -7.470
C  0.672  -1.567  0.800
O  1.029  -0.541  -0.113
C  0.032  0.473  -0.227
C  0.543  1.787  0.346
N  0.664  1.718  1.802
C  1.385  2.846  2.388
C  2.863  3.009  2.018
O  3.700  1.975  2.517
C  3.778  0.823  1.690
H  1.420  -2.358  0.726
H  0.671  -1.190  1.827
H  -0.306  -1.989  0.553
H  -0.913  0.174  0.238
H  -0.160  0.607  -1.296
H  -0.152  2.591  0.082
H  1.510  2.000  -0.123
H  1.153  0.867  2.051
H  1.324  2.724  3.473
H  0.851  3.772  2.147
H  3.215  3.929  2.496
H  3.017  3.153  0.942
H  3.672  1.062  0.630
H  3.029  0.089  1.991
H  4.758  0.368  1.843
C  -4.776  4.793  6.157
O  -3.676  5.444  5.544
C  -2.875  6.184  6.464
C  -1.500  5.547  6.609
N  -1.580  4.273  7.319
C  -0.345  3.490  7.269
C  0.120  2.987  5.898
O  -0.736  2.013  5.320
C  -1.827  2.542  4.583
H  -5.395  4.368  5.367
H  -4.439  3.978  6.804
H  -5.381  5.501  6.731
H  -3.367  6.299  7.436
H  -2.756  7.187  6.041
H  -0.845  6.226  7.163
H  -1.088  5.416  5.602
H  -2.323  3.717  6.913
H  -0.503  2.617  7.909
H  0.461  4.073  7.728
H  1.079  2.481  6.050
H  0.318  3.801  5.193
H  -1.587  3.498  4.112
H  -2.705  2.643  5.224
H  -2.077  1.827  3.798

=====

| no. | molecular weight (Da) |
| --- | --- |
| 1 | 671.4 |
| 2 | 501.7 |